# C2ClI3O

A structure of composition C2ClI3O in a non-equilibrium geometry (wB97M-V/def2-TZVPD, OMol25).

Each line ends with the Mulliken charge.
CARTESIAN COORDINATES (ANGSTROEM)
C1 0.4379 -0.2300 0.7167  0.522
C2 -0.0174 0.2342 -0.5720  -0.740
O1 1.3113 -0.9096 1.0951  -0.333
Cl1 -0.7342 0.1416 2.2927  -0.262
I1 -1.3900 -1.5035 -1.0702  0.249
I2 -1.2481 1.9888 -0.4502  0.314
I3 1.6405 0.2784 -2.0121  0.250

Force components x, y, z for each atom (eV/Å):
C -0.240 -0.950 4.034
C -1.192 -0.131 -1.729
O 0.629 0.260 -1.205
Cl 0.444 0.069 -1.501
I 0.635 0.772 0.071
I 0.574 -0.154 -0.425
I -0.851 0.135 0.756

The value obtained for the total energy is -1504.678850 a.u. The frontier orbital gap comes out at 8.1 eV. As for the multiplicity: 1. The HOMO energy is -0.360 Ha. The LUMO energy is -1.700 eV. The value obtained for the energy relative to the best compared isomer or geometry (same formula, charge and spin) is 57.9 kJ/mol.

=====

# C2ClNa6O10

A structure of composition C2ClNa6O10 in a non-equilibrium geometry (wB97M-V/def2-TZVPD, OMol25).

Each line ends with the Mulliken charge.
CARTESIAN COORDINATES (ANGSTROEM)
Na1 -0.6531 -2.2357 -2.7112  0.882
Na2 0.9275 1.3351 0.4463  0.807
Na3 -2.1033 -0.0289 0.8039  0.883
Na4 -1.9777 -3.7063 1.1179  0.927
Na5 3.0510 -1.4389 0.2149  0.881
Na6 0.2378 -1.4253 3.2723  0.852
Cl1 0.3116 1.0808 -2.7539  1.754
O1 1.4874 0.4759 -2.1363  -0.639
O2 0.6700 2.2382 -3.4874  -0.612
O3 -0.2947 0.1062 -3.6439  -0.718
O4 -0.5655 1.4437 -1.6516  -0.629
C1 -0.5055 2.2706 2.7726  0.573
O5 -0.4901 2.8000 3.8804  -0.687
O6 -0.2970 0.9427 2.7508  -0.659
O7 -0.6328 2.8573 1.6443  -0.766
C2 0.2391 -1.6427 -0.1885  0.997
O8 0.6778 -1.0524 0.8816  -1.026
O9 -1.0617 -1.8383 -0.1657  -1.014
O10 0.9790 -2.1822 -1.0465  -0.807

Force components x, y, z for each atom (eV/Å):
Na 0.372 0.763 0.015
Na -1.030 0.740 0.441
Na 0.870 1.200 0.271
Na 0.190 0.411 -0.580
Na -0.747 0.048 -0.523
Na -0.027 1.940 -0.349
Cl 0.774 0.815 0.358
O 0.243 -0.179 0.159
O -0.054 -0.125 -0.102
O -0.457 -0.645 0.456
O -0.477 -0.579 -0.061
C 0.249 0.353 0.255
O -0.182 0.619 0.656
O -0.032 -2.858 -0.922
O 0.122 -0.673 -0.770
C -0.225 -1.265 2.274
O 1.443 -0.082 -0.483
O -1.079 -0.755 -0.880
O 0.047 0.269 -0.215

The value obtained for the total energy is -2262.390739 a.u. The frontier orbital gap comes out at 2.5 eV. As for the multiplicity: 1. The HOMO energy is -0.301 Ha. The LUMO energy is -5.711 eV. As for the charge: +1. The value obtained for the energy relative to the best compared isomer or geometry (same formula, charge and spin) is 0.0 kJ/mol.

=====

> LUMO energy of number 2 (C2ClNa6O10)?

-5.711 eV

=====

> Which formula does entry 1 have?

C2ClI3O

=====

> The lowest total energy belongs to which entry?

C2ClNa6O10

=====

Repeat the second record exactly.
# C2ClNa6O10

A structure of composition C2ClNa6O10 in a non-equilibrium geometry (wB97M-V/def2-TZVPD, OMol25).

Each line ends with the Mulliken charge.
CARTESIAN COORDINATES (ANGSTROEM)
Na1 -0.6531 -2.2357 -2.7112  0.882
Na2 0.9275 1.3351 0.4463  0.807
Na3 -2.1033 -0.0289 0.8039  0.883
Na4 -1.9777 -3.7063 1.1179  0.927
Na5 3.0510 -1.4389 0.2149  0.881
Na6 0.2378 -1.4253 3.2723  0.852
Cl1 0.3116 1.0808 -2.7539  1.754
O1 1.4874 0.4759 -2.1363  -0.639
O2 0.6700 2.2382 -3.4874  -0.612
O3 -0.2947 0.1062 -3.6439  -0.718
O4 -0.5655 1.4437 -1.6516  -0.629
C1 -0.5055 2.2706 2.7726  0.573
O5 -0.4901 2.8000 3.8804  -0.687
O6 -0.2970 0.9427 2.7508  -0.659
O7 -0.6328 2.8573 1.6443  -0.766
C2 0.2391 -1.6427 -0.1885  0.997
O8 0.6778 -1.0524 0.8816  -1.026
O9 -1.0617 -1.8383 -0.1657  -1.014
O10 0.9790 -2.1822 -1.0465  -0.807

Force components x, y, z for each atom (eV/Å):
Na 0.372 0.763 0.015
Na -1.030 0.740 0.441
Na 0.870 1.200 0.271
Na 0.190 0.411 -0.580
Na -0.747 0.048 -0.523
Na -0.027 1.940 -0.349
Cl 0.774 0.815 0.358
O 0.243 -0.179 0.159
O -0.054 -0.125 -0.102
O -0.457 -0.645 0.456
O -0.477 -0.579 -0.061
C 0.249 0.353 0.255
O -0.182 0.619 0.656
O -0.032 -2.858 -0.922
O 0.122 -0.673 -0.770
C -0.225 -1.265 2.274
O 1.443 -0.082 -0.483
O -1.079 -0.755 -0.880
O 0.047 0.269 -0.215

The value obtained for the total energy is -2262.390739 a.u. The frontier orbital gap comes out at 2.5 eV. As for the multiplicity: 1. The HOMO energy is -0.301 Ha. The LUMO energy is -5.711 eV. As for the charge: +1. The value obtained for the energy relative to the best compared isomer or geometry (same formula, charge and spin) is 0.0 kJ/mol.